The following is a quantum chemistry calculation of a 3-piece molecular cluster, C23H50FN2O3 overall, from OMol25.

Each line ends with the Mulliken charge.
Positions of all 79 atoms, in Å:
C1 9.204 0.125 0.387  -1.165
C2 8.278 0.674 -0.710  -0.362
C3 6.884 1.099 -0.163  -0.372
C4 6.487 2.506 -0.614  -0.817
C5 5.442 3.195 0.301  -0.707
N1 4.749 2.281 1.188  0.347
O1 5.047 2.469 2.545  -0.489
C6 3.301 2.312 1.004  0.258
F1 3.086 2.033 -0.331  -0.387
N2 2.705 1.250 1.777  -0.447
C7 1.335 0.939 1.374  -0.701
C8 1.274 -0.243 0.410  -0.744
C9 -0.042 -0.381 -0.359  0.464
C10 -0.595 0.928 -0.921  -1.291
C11 2.678 3.720 1.332  0.497
O2 3.115 4.276 2.366  -0.774
O3 1.815 4.117 0.550  -0.703
H1 9.075 -0.952 0.485  0.259
H2 8.958 0.561 1.355  0.356
H3 10.251 0.353 0.190  0.333
H4 8.146 -0.105 -1.460  0.338
H5 8.739 1.552 -1.163  0.333
H6 6.135 0.412 -0.551  0.149
H7 6.905 1.033 0.921  0.264
H8 6.117 2.468 -1.640  0.246
H9 7.383 3.132 -0.639  0.490
H10 5.982 3.934 0.896  0.353
H11 4.741 3.758 -0.315  0.298
H12 4.893 3.413 2.730  0.325
H13 2.773 1.477 2.757  0.330
H14 0.830 1.827 0.988  0.273
H15 0.791 0.652 2.279  0.468
H16 1.405 -1.146 1.013  0.314
H17 2.120 -0.222 -0.274  0.225
H18 -0.821 -0.887 0.218  -0.002
H19 0.155 -1.041 -1.212  0.048
H20 0.188 1.562 -1.336  0.356
H21 -1.402 0.762 -1.636  0.349
H22 -1.030 1.516 -0.110  0.302
C12 -2.976 -2.718 -1.305  -0.522
C13 -3.628 -3.356 -2.527  -0.552
C14 -2.622 -3.743 -3.610  -0.822
C15 -1.832 -2.570 -4.195  -0.346
C16 -2.684 -1.459 -4.803  -0.230
C17 -3.533 -1.921 -5.985  -1.335
H23 -2.469 -1.786 -1.558  -0.035
H24 -3.726 -2.487 -0.546  0.203
H25 -2.243 -3.394 -0.860  0.336
H26 -4.383 -2.678 -2.936  0.227
H27 -4.166 -4.256 -2.216  0.396
H28 -3.147 -4.270 -4.412  0.342
H29 -1.912 -4.464 -3.193  0.369
H30 -1.153 -2.958 -4.961  0.406
H31 -1.192 -2.139 -3.420  -0.030
H32 -2.019 -0.659 -5.138  0.379
H33 -3.329 -1.017 -4.040  0.211
H34 -2.904 -2.333 -6.778  0.303
H35 -4.098 -1.087 -6.405  0.394
H36 -4.252 -2.688 -5.691  0.291
C18 -4.989 -0.252 5.485  -1.207
C19 -5.651 -0.899 4.272  -0.531
C20 -4.659 -1.309 3.184  -0.653
C21 -3.866 -0.156 2.569  -0.176
C22 -4.711 0.953 1.945  -0.527
C23 -5.573 0.478 0.779  -1.038
H37 -4.475 0.672 5.218  0.287
H38 -5.731 -0.006 6.247  0.381
H39 -4.258 -0.928 5.934  0.293
H40 -6.403 -0.220 3.859  0.235
H41 -6.194 -1.790 4.599  0.390
H42 -5.199 -1.844 2.397  0.264
H43 -3.951 -2.031 3.604  0.420
H44 -3.199 -0.566 1.803  0.015
H45 -3.212 0.284 3.326  0.358
H46 -4.038 1.736 1.589  0.397
H47 -5.345 1.419 2.705  0.279
H48 -4.949 0.046 -0.007  0.147
H49 -6.127 1.313 0.346  0.386
H50 -6.300 -0.274 1.091  0.278

Results
HOMO level: -0.15442 Ha
energy: -1341.46556 a.u.
2S+1: 1
charge: -1
Kohn-Sham gap: 6.60 eV
LUMO level: 2.4 eV